2 unconnected molecules or ions with the total composition C4H10ClO2P in a non-equilibrium geometry. Source: OMol25; level of theory: wB97M-V/def2-TZVPD.

Values from the calculation:
molecular weight: 156.5 g mol⁻¹
relative energy (zero: lowest compared OMol25 entry of this formula, charge and spin): 4.1741 eV
total energy: -1110.31702 Ha
maximum force: 3.34 eV Å⁻¹
HOMO level (alpha / beta): -0.3995 / -0.3084 hartree
total charge: 0
frontier orbital gap (alpha / beta): 8.8 / 4.5 eV

Geometry (Å):
C1 -1.06 1.13 0.78
C2 -0.34 1.61 -1.47
C3 1.03 -2.98 0.69
C4 -0.14 0.75 -0.25
O1 1.09 -1.46 -1.58
O2 -0.04 -2.10 0.59
P1 -0.17 -1.23 -0.84
Cl1 -3.52 1.72 -0.94
H1 -2.03 1.09 0.36
H2 -1.04 0.43 1.55
H3 -1.04 2.19 1.09
H4 -1.44 1.83 -1.57
H5 0.13 1.07 -2.29
H6 0.18 2.53 -1.34
H7 0.89 -3.84 1.34
H8 1.70 -2.41 1.21
H9 1.49 -3.27 -0.17
H10 0.87 0.51 -0.03

***

A molecular structure, C4H10CsO2. Source: OMol25; level of theory: wB97M-V/def2-TZVPD.

Values from the calculation:
molecular weight: 223.0 g mol⁻¹
relative energy (zero: lowest compared OMol25 entry of this formula, charge and spin): 0.0449 eV
total energy: -328.80250 Ha
maximum force: 0.47 eV Å⁻¹
HOMO level: -0.4935 hartree
total charge: +1
frontier orbital gap: 10.1 eV

Geometry (Å):
Cs1 -3.18 0.32 -0.54
C1 0.69 1.95 -1.96
O1 0.07 1.05 -1.05
C2 0.99 0.22 -0.37
C3 0.34 -0.29 0.88
O2 -0.82 -1.04 0.57
C4 -1.16 -1.99 1.59
H1 -0.09 2.57 -2.39
H2 1.22 1.41 -2.74
H3 1.41 2.59 -1.43
H4 1.88 0.80 -0.06
H5 1.35 -0.58 -1.03
H6 0.06 0.57 1.50
H7 1.03 -0.89 1.48
H8 -2.13 -2.42 1.36
H9 -1.23 -1.49 2.56
H10 -0.41 -2.78 1.62

***

Question: Number 2 is which compound?
Answer: C4H10CsO2

***

Question: Which of these has the lowest total charge?
Answer: C4H10ClO2P